{"formula": "C21H39Cl7FLiN3Na2O7PS", "method": "ωB97M-V/def2-TZVPD", "species": ["C", "C", "C", "N", "C", "C", "P", "N", "C", "C", "O", "O", "C", "Cl", "C", "C", "Cl", "H", "H", "H", "H", "H", "H", "H", "H", "H", "H", "H", "H", "H", "H", "C", "C", "O", "H", "H", "H", "H", "H", "C", "S", "O", "C", "H", "H", "H", "H", "H", "H", "C", "Cl", "Cl", "Cl", "Cl", "C", "C", "C", "O", "C", "N", "H", "H", "H", "H", "H", "H", "H", "H", "H", "H", "H", "Cl", "Na", "F", "Na", "C", "C", "O", "O", "H", "H", "H", "Li"], "positions_angstrom": [[-4.352350, -3.598897, -3.169990], [-4.231023, -2.258104, -3.866506], [-4.804144, -2.094143, -5.144152], [-4.709144, -0.898662, -5.849111], [-4.033342, 0.165561, -5.320957], [-3.442531, 0.106821, -4.096477], [-2.554838, 1.582335, -3.433372], [-3.195242, 2.035570, -2.069664], [-3.556329, -1.170628, -3.324380], [-2.931572, -1.339041, -1.944342], [-3.487490, -0.815148, -1.017704], [-1.770321, -2.088139, -1.688217], [-0.595113, -1.328601, -1.900125], [-0.290626, -1.120152, -3.679188], [-0.563778, 0.001953, -1.116830], [0.729859, 0.814019, -1.324220], [-0.652018, -0.421122, 0.662514], [-3.854939, -3.605096, -2.189673], [-5.413817, -3.869841, -2.993093], [-3.853860, -4.363133, -3.808287], [-5.342458, -2.931704, -5.594644], [-5.092275, -0.775369, -6.771983], [-3.928801, 1.096986, -5.884875], [-2.612254, 2.605327, -4.427473], [-1.173758, 1.314760, -3.270131], [-3.958717, 1.415347, -1.811492], [0.237672, -1.953864, -1.537923], [-1.413018, 0.678786, -1.319338], [1.578959, 0.229427, -0.927955], [0.620061, 1.719808, -0.699050], [0.882158, 1.163554, -2.364068], [3.778917, 2.176189, -4.048409], [2.380394, 2.543397, -4.575060], [1.618073, 2.880417, -3.528398], [3.719008, 1.326595, -3.360974], [4.443995, 1.880635, -4.874485], [4.257772, 3.031466, -3.531363], [2.062903, 1.662426, -5.186146], [2.556047, 3.311815, -5.363151], [4.965907, -3.298293, 0.347621], [3.462157, -2.312608, 0.256259], [3.619542, -1.351306, -0.868226], [3.734410, -1.390300, 1.772861], [5.016463, -3.926481, -0.540232], [5.837853, -2.644327, 0.380659], [4.933905, -3.929087, 1.236244], [4.682802, -0.854372, 1.713134], [3.740333, -2.072938, 2.622119], [2.919694, -0.676402, 1.891142], [-2.725075, 5.448626, 0.403851], [-1.525468, 4.372760, -0.278862], [-3.812738, 4.533028, 1.462697], [-1.932603, 6.709386, 1.323096], [-3.678641, 6.213334, -0.923645], [0.224202, -4.906070, 5.928570], [0.465284, -3.406501, 5.776870], [0.954285, -2.994102, 4.379278], [2.311656, -3.298577, 4.106503], [2.563636, -4.648476, 3.763749], [1.384615, -2.975725, 6.829188], [1.146325, -5.472553, 6.067913], [-0.399010, -5.091120, 6.816851], [-0.300781, -5.310463, 5.049700], [-0.493748, -2.908555, 5.941294], [0.882931, -1.907178, 4.310607], [0.306550, -3.397788, 3.589971], [1.745352, -5.083153, 3.181730], [2.755346, -5.244035, 4.660371], [3.469920, -4.676575, 3.158838], [1.458351, -1.962417, 6.803637], [2.316755, -3.292262, 6.569477], [-4.500126, 5.641194, -3.129795], [4.560347, 1.863134, -2.059748], [0.200717, 5.683096, 2.347304], [-4.445774, -5.062767, -5.056415], [0.658707, 8.473070, 4.037242], [1.906335, 9.175593, 4.654245], [2.373564, 10.102449, 3.969364], [2.266519, 8.715066, 5.749844], [0.389824, 8.917933, 3.081171], [0.872462, 7.413143, 3.880855], [-0.187489, 8.569368, 4.718667], [-1.177358, -6.848302, 6.424690]], "atomic_forces_ev_per_a": [[0.1912, 0.1898, 0.3017], [0.2104, 1.2729, -1.0278], [-0.0536, -1.6227, 0.3901], [0.1230, 0.7055, -0.0670], [0.7498, 0.2387, 0.7291], [0.4707, -0.5963, 0.0732], [-1.1684, 0.5802, 1.1215], [0.2451, -0.5646, -0.2795], [1.0338, -0.5523, 0.1045], [-1.1910, 1.1541, 0.5952], [0.3092, -0.6265, -0.1227], [-0.4109, 0.5389, -0.9664], [0.5927, -0.2690, 0.7202], [0.0367, -0.0954, 0.3544], [0.6145, 0.6112, -0.2926], [-0.3840, -0.0726, 0.5330], [-0.0707, -0.0896, -0.5189], [-0.1369, -0.0360, -0.4013], [0.4540, 0.0680, -0.1894], [0.6900, 1.7286, 2.9800], [-0.3026, 0.7838, -0.0623], [-0.1597, -0.3385, 0.1834], [-0.3152, -0.5636, -0.1857], [0.1439, -0.6678, -0.1837], [-0.2774, 0.0736, -0.7280], [0.0168, 0.3487, 0.1547], [-0.4177, 0.2085, -0.2337], [0.0254, -0.5659, 0.3045], [-0.1494, 0.2108, -0.4148], [0.1440, -0.3518, -0.3505], [0.0367, -0.1148, 0.3901], [0.7878, -0.1685, -1.6351], [0.1845, 0.0776, 0.6545], [-0.2926, -0.2385, -0.1028], [-1.2728, -0.5400, -1.7219], [0.1579, -0.0317, 0.1209], [-0.5098, 0.2616, -0.6689], [-0.1483, -0.2049, 0.1552], [-0.0620, 0.2833, 0.1466], [0.1433, 0.0345, -0.0744], [-0.1744, -0.0394, 0.2838], [0.2773, 0.2039, -0.1576], [0.1052, 0.0764, 0.0859], [-0.0721, 0.0396, -0.0048], [-0.0392, 0.0355, 0.0094], [-0.0402, 0.0257, 0.0010], [-0.0014, -0.0273, -0.0933], [-0.0707, -0.0055, -0.0234], [-0.0482, -0.0678, -0.0985], [0.5923, -0.4187, 0.6575], [-0.0846, 0.1372, -0.0921], [-0.0707, 0.0420, -0.0978], [0.1901, -0.1844, -0.1389], [0.2312, 0.2642, 0.3882], [-0.2953, -0.7355, -0.0564], [0.3016, 0.2366, 0.0704], [-0.1211, 0.1424, -0.2277], [-0.2432, -0.2101, 0.0443], [0.1973, 0.1549, 0.0961], [0.0010, -0.0837, -0.1863], [0.0478, 0.0848, -0.0389], [0.0705, 0.3721, 0.3057], [0.0819, 0.1093, -0.1515], [0.0341, 0.0637, -0.0939], [0.0236, -0.0156, 0.0502], [0.0170, -0.0888, 0.0134], [-0.0345, 0.0095, 0.0224], [-0.0567, -0.1547, -0.0603], [-0.0250, 0.0398, -0.0147], [-0.1345, -0.0006, 0.1751], [-0.0137, -0.0254, 0.0924], [-0.3156, -0.1018, -0.6304], [0.8476, 0.1778, 3.0535], [-0.4055, 0.2488, -0.0415], [-0.8942, -1.4047, -2.7628], [-0.8123, -0.3853, -0.5792], [0.8656, 0.3772, 0.4885], [-0.2609, -0.1055, -0.1581], [-0.2402, -0.1272, -0.0746], [0.1549, 0.0776, 0.0378], [0.1176, 0.0236, 0.0400], [0.1534, 0.0208, 0.1537], [0.1052, 0.1594, -0.0716]], "e_lumo_ev": -3.62, "energy_ha": -5906.6535, "orbital_gap_ev": 1.101}